1.
Below is 2 unconnected molecules or ions with the total composition C3H4FNO3, with properties calculated with ωB97M-V/def2-TZVPD.

- LUMO level (alpha / beta): 0.530 / -0.907 eV
- Frontier orbital gap (alpha / beta): 5.06 / 10.95 eV
- HOMO level (alpha / beta): -4.531 / -11.854 eV
- Net charge: 0
- Multiplicity: 3

Geometry as XYZ:
```
12
Properties=species:S:1:pos:R:3:nbo_charge:R:1
C 0.52441 -0.87005 0.91940 0.04
C -2.29685 0.31392 -0.44519 1.02
C 0.52935 0.43299 0.53880 0.35
N 0.80445 0.91250 -0.69455 -0.79
O -2.02512 -0.76634 -0.27854 -0.52
O 1.22219 -1.74732 0.07185 -0.68
O -2.63540 1.36587 -0.66749 -0.50
F -0.12340 1.30156 1.36103 -0.34
H 0.27848 -1.32159 1.85819 0.19
H 1.06376 -1.59389 -0.86808 0.47
H 1.28790 1.78929 -0.71966 0.39
H 1.37021 0.18306 -1.07576 0.37
```

=====

2.
Below is C3H4FNOS2 in the gas phase, with properties calculated with ωB97M-V/def2-TZVPD.

- LUMO level: -0.471 eV
- Frontier orbital gap: 8.69 eV
- HOMO level: -9.162 eV
- Net charge: 0
- Structure (SMILES): O=C(CF)NSC=S

Geometry as XYZ:
```
12
Properties=species:S:1:pos:R:3:nbo_charge:R:1
O 2.02649 -0.14914 -1.50292 -0.56
C 1.17851 0.05006 -0.63952 0.63
C 1.41385 -0.54270 0.70770 -0.05
F 0.27294 -1.05233 1.28568 -0.35
N 0.08824 0.86870 -0.87200 -0.78
S -0.98843 1.38214 0.32116 0.57
C -2.26987 0.26260 0.22808 -0.56
S -2.48772 -0.93952 -0.81236 0.05
H 1.85600 0.20278 1.40878 0.19
H 2.14500 -1.33436 0.54524 0.21
H -0.29790 0.90297 -1.79653 0.43
H -2.93710 0.34879 1.12670 0.23
```

=====

3.
Below is C3H4FNS in the gas phase, with properties calculated with ωB97M-V/def2-TZVPD.

- LUMO level: 0.624 eV
- Frontier orbital gap: 10.35 eV
- HOMO level: -9.722 eV
- Net charge: 0
- Structure (SMILES): N#C[C@H](F)CS

Geometry as XYZ:
```
10
Properties=species:S:1:pos:R:3:nbo_charge:R:1
N -2.93004 -0.40458 -0.41648 -0.26
C -1.91887 -0.20847 0.14292 0.23
C -0.52504 0.09183 0.53887 0.09
F -0.40030 1.35186 -0.07398 -0.35
C 0.47444 -0.94728 0.09169 -0.54
S 2.12139 -0.08563 -0.15400 -0.07
H -0.30341 0.45638 1.55919 0.24
H 0.21639 -1.54741 -0.80929 0.25
H 0.65441 -1.61099 1.01934 0.25
H 1.42014 1.12103 -0.36490 0.18
```

=====

4.
Below is a molecular structure, C3H4FNS, with properties calculated with ωB97M-V/def2-TZVPD.

- LUMO level: -0.720 eV
- Frontier orbital gap: 8.51 eV
- HOMO level: -9.234 eV
- Net charge: 0

Geometry as XYZ:
```
10
Properties=species:S:1:pos:R:3:nbo_charge:R:1
C -1.27574 0.70581 -0.09291 0.19
C 0.86188 -1.28102 -0.55281 -0.86
C -0.43571 1.29661 0.90584 0.15
N -1.89235 0.14998 -0.92528 -0.28
F -0.07896 2.58300 0.81034 -0.31
S 1.46336 0.11621 0.25868 0.13
H -0.16270 -1.00455 -1.04097 0.27
H 0.59054 -2.21651 0.09477 0.23
H 1.57831 -1.42593 -1.41334 0.26
H -0.64863 1.07640 1.95568 0.22
```

=====

5.
Below is C3H4FNS in the gas phase, with properties calculated with ωB97M-V/def2-TZVPD.

- LUMO level: 0.368 eV
- Frontier orbital gap: 9.02 eV
- HOMO level: -8.655 eV
- Net charge: 0
- Structure (SMILES): F/C=C/NC=S

Geometry as XYZ:
```
10
Properties=species:S:1:pos:R:3:nbo_charge:R:1
F 2.20057 -1.18783 1.58509 -0.32
C 1.16470 -1.19057 0.73247 0.20
C 0.52260 -0.07004 0.41788 -0.12
N -0.53718 -0.00246 -0.53515 -0.57
C -1.21636 1.13188 -0.81246 -0.08
S -0.92497 2.59428 -0.12710 -0.13
H 0.85354 -2.19279 0.35297 0.16
H 0.82177 0.80816 0.93667 0.25
H -0.77384 -0.86301 -1.03752 0.41
H -2.11081 0.97237 -1.51284 0.21
```

=====

6.
Below is 2 unconnected molecules or ions with the total composition C3H4FNS2, with properties calculated with ωB97M-V/def2-TZVPD.

- LUMO level: -0.668 eV
- Frontier orbital gap: 8.14 eV
- HOMO level: -8.806 eV
- Net charge: 0

Geometry as XYZ:
```
11
Properties=species:S:1:pos:R:3:nbo_charge:R:1
C -1.39280 1.22896 -0.20236 -0.10
C 0.82793 -0.25034 -0.41456 -0.29
C 1.99369 -0.77275 -0.23146 0.20
H -1.19865 -0.56298 2.15565 0.10
H -1.71475 2.14329 -0.77831 0.22
H 0.15968 -0.45886 -1.07093 0.20
H 2.31155 -1.43964 -0.99423 0.18
N -2.32660 0.27511 -0.19498 -0.57
F 3.01654 -0.23213 0.57303 -0.34
S -1.85137 -1.15795 0.52337 0.17
S 0.17478 1.22729 0.63478 0.21
```

=====

7.
Below is a gas-phase ion, C3H4FO (charge +1), with properties calculated with ωB97M-V/def2-TZVPD.

- LUMO level (alpha / beta): -7.910 / -7.912 eV
- Frontier orbital gap (alpha / beta): 7.68 / 7.68 eV
- HOMO level (alpha / beta): -15.595 / -15.593 eV
- Net charge: +1

Geometry as XYZ:
```
9
Properties=species:S:1:pos:R:3:nbo_charge:R:1
C 0.29354 -0.53422 -1.04670 -0.53
H -0.58871 -0.20297 -1.59309 0.28
H 0.76510 -1.49541 -1.25104 0.28
C -0.95640 0.30716 0.97091 0.42
C 0.93358 0.31790 -0.23232 0.76
O 0.19189 0.86222 0.80628 -0.44
H -1.02198 -0.57842 1.61528 0.24
H -1.80993 0.92454 0.67899 0.22
F 2.19290 0.39919 0.05169 -0.22
```

=====

8.
Below is a molecular structure, C3H4FeO3, with properties calculated with ωB97M-V/def2-TZVPD.

- LUMO level (alpha / beta): -1.164 / -1.438 eV
- Frontier orbital gap (alpha / beta): 5.15 / 7.96 eV
- HOMO level (alpha / beta): -6.310 / -9.402 eV
- Net charge: 0
- Multiplicity: 7

Geometry as XYZ:
```
11
Properties=species:S:1:pos:R:3:nbo_charge:R:1
C -1.44668 1.95417 0.09888 -0.50
C -1.53342 0.68318 0.65513 -0.52
H -1.00780 2.79758 0.65910 0.19
H -2.27333 0.55722 1.46530 0.18
H -2.18686 2.24631 -0.66232 0.17
O 1.07424 -0.33717 -0.89297 -0.82
C 1.13542 -0.81623 0.26160 0.94
O 0.11670 -0.99064 0.98224 -0.71
O 2.31857 -0.96425 0.86966 -0.68
Fe -1.02309 -0.57080 -0.94381 1.26
H 2.99649 -1.13229 0.20357 0.49
```

=====

9.
Below is a molecular structure, C3H4GaO4, with properties calculated with ωB97M-V/def2-TZVPD.

- LUMO level (alpha / beta): -7.344 / -7.819 eV
- Frontier orbital gap (alpha / beta): 8.33 / 6.98 eV
- HOMO level (alpha / beta): -15.678 / -14.799 eV
- Net charge: +1

Geometry as XYZ:
```
12
Properties=species:S:1:pos:R:3:nbo_charge:R:1
O 0.83538 -1.00225 -0.20242 -0.46
C -0.82150 -0.02127 -0.83063 0.96
C 0.73744 -0.50354 1.14412 -0.17
O -1.96946 -0.66656 -0.83260 -0.76
O -0.70681 0.97922 0.08424 -0.44
C 0.62919 0.96775 0.69418 0.06
H 1.71280 -0.64964 1.63201 0.23
H -0.12142 -0.90847 1.70757 0.23
H 0.51522 1.59689 1.58749 0.27
Ga -1.84381 -0.43866 -2.57650 1.50
O -0.43102 0.35644 -2.04710 -0.81
H 1.46398 0.29010 -0.36036 0.39
```

=====

10.
Below is a molecular structure, C3H4I2, with properties calculated with ωB97M-V/def2-TZVPD.

- LUMO level: 0.189 eV
- Frontier orbital gap: 9.14 eV
- HOMO level: -8.951 eV
- Net charge: 0

Geometry as XYZ:
```
9
Properties=species:S:1:pos:R:3:nbo_charge:R:1
C -0.94563 0.81607 -0.52610 -0.42
C -0.14129 0.09206 0.24566 -0.11
C 1.02348 -0.69211 -0.04710 -0.69
I -2.73290 1.84671 -0.16680 0.20
I -0.53727 -0.12899 2.31970 0.08
H -0.48415 0.84222 -1.51965 0.23
H 1.69471 -0.70087 0.85776 0.25
H 1.47407 -0.33082 -1.02039 0.23
H 0.64897 -1.74428 -0.14307 0.24
```

=====

For reference, calculated total energy by record: -13521.384 -31100.421 -18217.113 -18216.005 -18217.439 -29049.126 -7928.391 -43699.394 -63727.147 -19375.906 eV.
For reference, energy relative to the best compared isomer or geometry (same formula, charge and spin) by record: 3.3 16.6 20.4 46.0 12.9 90.3 18.7 47.4 140.1 1.5 kcal/mol.